The ion C6H10N with charge +1 at a distorted geometry. Source: the Open Molecules 2025 dataset; level of theory: ωB97M-V/def2-TZVPD.

```
17
Properties=species:S:1:pos:R:3:lowdin_charge:R:1
C -0.18155 -0.30746 -0.58289 -0.24
C 0.51897 0.60828 0.52478 -0.14
C -0.32138 -1.17719 1.64968 -0.12
C 0.83865 -0.19146 1.80516 -0.12
C -0.72476 -1.32439 0.15649 0.08
C -0.71054 -0.16257 -1.92925 0.10
N -0.10301 1.10088 -2.56733 0.10
H 1.31650 1.12127 -0.06302 0.12
H -0.18689 1.28582 0.83146 0.09
H -0.26390 -2.06779 2.23726 0.12
H -1.23658 -0.65688 1.86704 0.13
H 1.70020 -0.75593 1.54079 0.11
H 0.93353 0.39560 2.65678 0.11
H -1.53792 -2.00640 0.04767 0.13
H -0.95996 1.58837 -2.97075 0.18
H 0.59034 0.83874 -3.37579 0.21
H 0.32830 1.71112 -1.82808 0.14
```

Its energy relative to the best compared isomer or geometry (same formula, charge and spin) is 356.50 kJ/mol. As for the net charge: +1. The gap between HOMO and LUMO comes out at 8.285 eV. The spin multiplicity is 1. Its HOMO energy is -0.506 Eh. The calculation puts the LUMO energy at -5.50 eV.



An isolated molecule of C10H12N2S at a distorted geometry. Source: the Open Molecules 2025 dataset; level of theory: ωB97M-V/def2-TZVPD.

```
25
Properties=species:S:1:pos:R:3:lowdin_charge:R:1
C -1.44036 -3.24746 0.60151 -0.10
C -2.31358 -2.43287 -0.19398 -0.10
C -1.67212 -1.48038 -0.85042 -0.17
C -0.25094 -1.29128 -0.95352 -0.52
S 0.32511 0.11247 -1.91603 0.91
C 1.47790 1.16164 -1.04750 -0.43
C 0.97773 1.79122 0.33785 -0.46
N 0.95006 3.05599 0.39671 0.04
C 0.61236 3.42851 1.79947 -0.20
C -0.28210 2.24721 2.07131 -0.20
N 0.57872 1.14846 1.50151 0.07
C 0.46099 -2.36385 -0.53826 -0.16
C -0.07175 -3.19976 0.37686 -0.13
H -1.83626 -4.13623 1.06830 0.09
H -3.54758 -2.40338 -0.41563 0.18
H -2.36706 -0.77126 -1.17775 0.08
H 2.42645 0.55426 -0.81885 0.08
H 1.95742 2.10131 -1.54161 0.12
H 0.19521 4.52622 1.74106 0.13
H 1.53749 3.35959 2.56616 0.14
H -0.55582 1.91005 2.99756 0.08
H -1.13117 2.55476 1.58539 0.08
H 0.40050 0.12357 1.61258 0.14
H 1.54768 -2.58867 -0.84793 0.15
H 0.48102 -4.13869 0.97980 0.17
```

Its energy relative to the best compared isomer or geometry (same formula, charge and spin) is 378.94 kJ/mol. The gap between HOMO and LUMO comes out at 8.932 eV. As for the SMILES: c1ccc(SCC2=NCCN2)cc1. The spin multiplicity is 1. Its HOMO energy is -0.311 Eh. The calculation puts the LUMO energy at 0.46 eV.



The ion C2H4NO2 with charge +1 at a distorted geometry. Source: the Open Molecules 2025 dataset; level of theory: ωB97M-V/def2-TZVPD.

```
9
Properties=species:S:1:pos:R:3:lowdin_charge:R:1
N 1.05385 -0.22684 -0.29220 0.25
C -0.09658 0.12529 0.54004 -0.10
O -0.98932 1.10035 -0.13624 0.19
C -1.53275 -0.04956 0.07664 -0.41
O -2.35408 -0.88656 -0.07535 0.24
H 0.61508 -0.85194 -1.02235 0.21
H 1.80370 -0.48505 0.27720 0.15
H 1.43451 0.65178 -0.92460 0.27
H 0.06561 0.62253 1.55686 0.20
```

Its energy relative to the best compared isomer or geometry (same formula, charge and spin) is 217.71 kJ/mol. As for the net charge: +1. The gap between HOMO and LUMO comes out at 11.057 eV. As for the SMILES: [NH3+][C@H]1OC1=O. The spin multiplicity is 1. Its HOMO energy is -0.578 Eh. The calculation puts the LUMO energy at -4.66 eV.



A structure of composition C30H24N8S7SbV. Source: the Open Molecules 2025 dataset; level of theory: ωB97M-V/def2-TZVPD.

```
71
Properties=species:S:1:pos:R:3:lowdin_charge:R:1
V 0.46680 1.39258 -0.01282 0.27
C -2.57107 0.85914 3.67257 -0.08
C -1.23444 0.91260 4.30955 -0.64
N -0.12715 0.59677 3.71745 0.05
C 0.97218 0.92439 4.46346 -0.35
C 0.69880 1.43240 5.69936 -0.37
S -0.99703 1.58256 5.89570 1.01
C 2.30642 0.83299 3.85458 -0.33
C 3.47151 1.09062 4.51657 -0.38
S 4.78203 1.07192 3.41374 1.01
C 3.68413 0.69918 2.12480 -0.62
N 2.44793 0.59184 2.50416 0.11
C 4.17873 0.57311 0.72757 -0.08
H -2.56875 0.08448 2.90754 0.06
H -2.76900 1.82006 3.17157 0.01
H -3.36432 0.66924 4.39648 0.07
H 1.39041 1.77836 6.44895 0.06
H 3.59779 1.32717 5.55918 0.06
H 5.26859 0.56102 0.69880 0.07
H 3.80990 1.41208 0.13537 0.07
H 3.79279 -0.33858 0.27333 0.03
N 3.02699 -0.27579 -2.98248 0.11
C 2.60845 -1.54361 -3.28970 -0.27
C 2.90064 -2.14236 -4.52159 -0.05
C 2.53447 -3.45122 -4.78034 -0.13
C 1.84375 -4.19417 -3.82713 -0.14
C 1.53682 -3.60426 -2.60754 -0.13
C 1.92941 -2.30649 -2.31879 -0.46
S 1.73890 -1.60364 -0.72910 0.94
N 1.48796 0.03034 -1.12042 -0.43
C 2.35619 0.57423 -2.05789 -0.40
C 2.56047 1.91715 -2.01450 -0.28
C 3.36520 2.69696 -2.93332 -0.06
C 3.54902 4.02056 -2.72103 -0.14
C 2.92697 4.66272 -1.60889 -0.13
C 2.11786 3.89803 -0.80872 -0.20
N 1.90388 2.58370 -0.95919 -0.10
H 3.45636 0.22229 -3.74437 0.11
H 3.42641 -1.56247 -5.27377 0.10
H 2.77365 -3.88876 -5.74273 0.09
H 1.53593 -5.21088 -4.03525 0.08
H 0.99182 -4.15912 -1.85189 0.09
H 3.82162 2.22195 -3.79547 0.08
H 4.15519 4.59710 -3.41274 0.08
H 3.02337 5.72401 -1.43256 0.07
H 1.57136 4.33881 0.01819 0.05
S -3.46056 4.42970 2.40457 -0.47
Sb -1.88915 4.38182 0.70549 0.19
S -0.15037 2.92480 1.61598 -0.09
S -2.84924 2.61174 -0.78463 -0.23
N -8.76798 -3.48828 -1.80090 0.13
C -7.72872 -3.15267 -1.43841 -0.20
C -6.43426 -2.74309 -0.99516 -0.25
C -5.57882 -3.67408 -0.40468 -0.03
C -4.32664 -3.28437 0.02361 -0.01
C -3.91916 -1.95997 -0.12296 -0.16
C -4.77549 -1.02115 -0.70147 0.03
C -6.02207 -1.41566 -1.14045 -0.01
N -2.65750 -1.55576 0.32275 -0.01
C -1.89088 -2.09427 1.34910 -0.05
C -0.81256 -1.28299 1.46788 -0.16
N -0.89008 -0.26625 0.54276 -0.01
C -1.98698 -0.46744 -0.13573 -0.18
H -5.89502 -4.70238 -0.29496 0.11
H -3.65155 -4.01083 0.45439 0.11
H -4.47514 0.01972 -0.77056 0.09
H -6.68843 -0.68784 -1.58249 0.12
H -2.20561 -2.95101 1.91684 0.11
H 0.00430 -1.33220 2.16371 0.09
H -2.29297 0.13369 -0.97436 0.01
S -1.03408 2.16979 -1.74701 -0.04
```

As for the net charge: -2. The gap between HOMO and LUMO (alpha / beta) comes out at 3.952 / 4.068 eV. The spin multiplicity is 3. Its HOMO energy (alpha / beta) is -0.010 / -0.014 Eh. As for the expectation value of S²: 2.0691. The calculation puts the LUMO energy (alpha / beta) at 3.69 / 3.69 eV.



Question: spin multiplicity of number 3 (C2H4NO2)?
Answer: 1



Question: Which formula does entry 1 have?
Answer: C6H10N



Question: What is the spin multiplicity in the third record?
Answer: 1